DFT (ωB97M-V/def2-TZVPD) results for a single C8H9Cl molecule.

Values from the calculation:
HOMO	-8.21	eV
DFT total energy	-20958.712	eV
frontier orbital gap	8.96	eV
strongest force on any atom	5.3	eV/A
ΔE to the lowest compared entry with this formula, charge and spin	469.8	kJ/mol
structure (SMILES)	ClC(C=C1CC1)=C1CC1
E_LUMO	0.76	eV

Atoms and positions in Å:
1 Cl -3.829 -0.412 0.109
2 C -1.278 -1.517 -0.501
3 C -1.417 0.672 -0.002
4 C -0.221 1.494 -0.274
5 C -1.659 2.160 0.074
6 C 1.217 -2.071 -0.223
7 C -2.126 -0.437 -0.121
8 C 0.021 -1.254 -0.270
9 C 1.096 -0.972 0.750
10 H -1.396 2.719 1.004
11 H -1.530 -2.175 -1.195
12 H 1.818 -0.153 0.443
13 H 1.133 -3.050 0.090
14 H 0.877 -1.058 1.802
15 H 0.607 1.534 0.370
16 H -2.123 2.572 -0.733
17 H 0.031 1.273 -1.291
18 H 1.922 -2.012 -1.034

Charges in e, computed with Löwdin, in the same order as the atoms: Cl 0.687; C -0.040; C -0.301; C -0.079; C -0.018; C -0.134; C -0.661; C -0.205; C -0.085; H 0.111; H 0.072; H 0.119; H 0.082; H 0.113; H 0.066; H 0.057; H 0.109; H 0.106



DFT (ωB97M-V/def2-TZVPD) results for 5 unconnected molecules or ions with the total composition C27H68N4O9.

Values from the calculation:
HOMO	-8.42	eV
DFT total energy	-53481.929	eV
frontier orbital gap	9.08	eV
strongest force on any atom	3.4	eV/A
ΔE to the lowest compared entry with this formula, charge and spin	34.2	kJ/mol
structure (SMILES)	COCCNCCOC.COCCNCCOC.COCCNCCOC.COCCNCCOC.CC(C)O
E_LUMO	0.66	eV

Atoms and positions in Å:
1 O 6.213 -5.130 -2.438
2 O -7.577 -5.970 -2.447
3 O -0.396 9.408 7.008
4 O 1.765 -0.427 1.519
5 O -0.363 -0.502 -4.219
6 O -3.594 -1.668 -0.087
7 O 3.313 0.809 -3.074
8 O 1.226 4.310 3.543
9 O 2.563 -5.081 3.113
10 N 4.017 -4.246 -0.277
11 N 0.655 7.817 4.567
12 N 0.434 1.992 -3.103
13 N -5.694 -3.647 -0.386
14 C -0.595 8.573 4.780
15 C -0.497 10.501 7.874
16 C 0.292 6.489 4.050
17 C 2.720 -3.815 3.710
18 C -0.513 0.021 1.399
19 C -6.685 -5.657 -1.385
20 C 6.595 -4.667 -3.703
21 C 1.690 2.745 -3.111
22 C 1.527 5.693 3.613
23 C -1.124 0.692 -4.457
24 C 4.846 -5.426 -2.253
25 C -3.514 -0.835 -1.209
26 C 3.252 -5.275 1.885
27 C 2.996 -4.222 0.760
28 C 4.475 -5.540 -0.770
29 C -6.817 -4.140 -1.170
30 C 2.832 1.973 -2.432
31 C 0.510 3.940 2.381
32 C -0.255 1.943 -4.407
33 C 3.890 1.053 -4.327
34 C -7.859 -7.356 -2.548
35 C 0.538 -0.930 0.884
36 C -4.734 -1.645 0.721
37 C 0.616 -0.745 -5.201
38 C -0.413 9.800 5.645
39 C 0.824 -0.774 -0.624
40 C -5.965 -2.294 0.075
41 H 3.683 2.658 -2.323
42 H 1.000 -1.752 -5.004
43 H 0.180 -0.819 -6.202
44 H 1.509 -0.123 -5.141
45 H 0.582 0.995 -2.948
46 H -1.947 0.669 -3.747
47 H 2.116 6.142 2.804
48 H -8.336 -7.739 -1.641
49 H -4.287 -1.046 -1.963
50 H -6.932 -7.888 -2.776
51 H -0.408 6.548 3.214
52 H -7.821 -3.962 -0.766
53 H 5.312 -5.897 -0.163
54 H -4.458 -2.123 1.664
55 H 0.671 0.210 -1.063
56 H 6.047 -3.748 -3.925
57 H -0.440 4.419 2.139
58 H -0.867 2.841 -4.530
59 H 1.970 -4.210 0.392
60 H -6.861 -2.226 0.703
61 H -3.698 0.212 -0.943
62 H -1.498 -0.447 1.253
63 H 3.381 1.739 -5.021
64 H -0.228 5.914 4.825
65 H 7.659 -4.436 -3.691
66 H -0.537 0.207 2.473
67 H -0.562 0.980 0.885
68 H -1.515 10.899 7.980
69 H -1.526 0.545 -5.469
70 H 3.619 -6.213 -0.723
71 H -6.798 -3.764 -2.197
72 H 0.423 2.854 2.447
73 H 4.255 -4.652 -2.749
74 H 1.174 4.051 1.511
75 H 2.009 -3.683 4.523
76 H -2.575 -1.033 -1.719
77 H 4.864 1.545 -4.204
78 H 2.536 1.716 -1.416
79 H 0.351 -1.994 1.051
80 H 4.571 -6.371 -2.741
81 H 2.279 5.744 4.412
82 H 6.475 -5.402 -4.504
83 H 3.746 -3.735 4.088
84 H -5.613 -4.298 0.392
85 H 2.770 -6.192 1.549
86 H 0.950 7.636 5.527
87 H -8.575 -7.443 -3.363
88 H -6.080 -1.751 -0.871
89 H 0.516 10.341 5.413
90 H -7.002 -6.263 -0.524
91 H -1.219 10.522 5.455
92 H 4.786 -3.626 -0.080
93 H 1.760 -1.239 -0.930
94 H 4.325 -5.290 2.083
95 H -0.381 10.112 8.895
96 H -0.992 8.881 3.810
97 H 0.524 1.895 -5.177
98 H 1.507 3.650 -2.530
99 H -1.370 7.977 5.282
100 H 2.039 3.028 -4.110
101 H 3.948 0.116 -4.877
102 H -0.034 -1.313 -1.057
103 H -5.656 -5.976 -1.584
104 H 2.542 -2.952 3.060
105 H 2.473 -0.636 0.905
106 H 3.186 -3.271 1.269
107 H -4.952 -0.604 1.006
108 H 0.236 11.300 7.761

These are the Löwdin partial charges, in e, on atoms 1 to 99: O -0.194; O -0.209; O -0.185; O -0.085; O -0.209; O -0.202; O -0.180; O -0.184; O -0.189; N -0.080; N -0.050; N -0.047; N -0.063; C -0.226; C -0.139; C -0.226; C -0.116; C -0.058; C -0.231; C -0.123; C -0.201; C -0.228; C -0.189; C -0.227; C -0.114; C -0.204; C -0.205; C -0.192; C -0.217; C -0.216; C -0.113; C -0.203; C -0.136; C -0.111; C -0.424; C -0.228; C -0.110; C -0.236; C -0.049; C -0.213; H 0.121; H 0.095; H 0.095; H 0.064; H 0.066; H 0.117; H 0.124; H 0.085; H 0.081; H 0.088; H 0.111; H 0.120; H 0.122; H 0.121; H 0.055; H 0.085; H 0.085; H 0.119; H 0.117; H 0.121; H 0.093; H 0.068; H 0.077; H 0.126; H 0.085; H 0.081; H 0.078; H 0.088; H 0.119; H 0.118; H 0.123; H 0.076; H 0.116; H 0.086; H 0.089; H 0.078; H 0.092; H 0.114; H 0.128; H 0.116; H 0.120; H 0.085; H 0.091; H 0.116; H 0.119; H 0.109; H 0.086; H 0.110; H 0.127; H 0.115; H 0.121; H 0.111; H 0.085; H 0.124; H 0.087; H 0.118; H 0.101; H 0.114; H 0.122



DFT (ωB97M-V/def2-TZVPD) results for 11 unconnected molecules or ions with the total composition C60H115N5O24.

Values from the calculation:
HOMO	-7.80	eV
DFT total energy	-120659.839	eV
frontier orbital gap	7.62	eV
strongest force on any atom	6.5	eV/A
structure (SMILES)	CC1(C)CCCC(C)(C)N1O.CC1(C)CCCC(C)(C)N1O.CC1(C)CCCC(C)(C)N1O.CC1(C)CCCC(C)(C)N1O.COCCNCCOC.O=C1OCCO1.O=C1OCCO1.O=C1OCCO1.O=C1OCCO1.O=C1OCCO1.O=C1OCCO1
E_LUMO	-0.18	eV

Atoms and positions in Å:
1 O 0.798 -0.409 0.425
2 O -10.496 4.178 4.132
3 O -1.575 4.805 3.305
4 O 3.882 -4.439 -7.489
5 O 3.484 -10.610 0.653
6 O 9.228 0.142 -9.409
7 O -1.270 3.604 5.073
8 O 4.321 -8.920 -0.637
9 O 0.421 4.849 4.454
10 O 9.198 -2.003 0.488
11 O -7.895 2.286 -4.045
12 O 7.036 3.696 3.411
13 O 4.052 -5.087 -9.597
14 O 2.111 -9.252 -0.557
15 O 8.697 1.338 -7.503
16 O 6.937 -2.684 0.200
17 O 8.605 -4.002 0.850
18 O 1.722 -8.775 8.678
19 O 7.112 0.324 -8.664
20 O -8.911 -3.815 -2.459
21 O 6.630 4.613 1.478
22 O 5.922 -5.135 -8.465
23 O 4.446 10.437 -6.240
24 O 6.799 6.042 3.299
25 N 3.584 10.131 -5.282
26 N -9.161 -0.077 -2.888
27 N 0.239 -0.936 -0.655
28 N -9.621 3.050 3.950
29 N 2.348 -7.753 7.912
30 C -0.995 -1.705 -0.208
31 C 3.951 -6.767 5.588
32 C 8.135 -2.885 0.497
33 C -1.499 -2.372 -1.504
34 C 4.960 -5.418 -10.508
35 C 1.755 -7.830 6.534
36 C -10.408 1.787 3.649
37 C -8.212 -4.741 -1.594
38 C -1.751 -1.349 -2.666
39 C 8.446 0.618 -8.602
40 C -7.759 0.054 -3.276
41 C -8.500 3.001 4.948
42 C 3.566 7.622 -5.493
43 C 3.808 8.899 -4.646
44 C 1.452 0.654 -2.128
45 C -9.698 -1.485 -2.899
46 C 2.259 -8.273 -1.566
47 C -8.246 0.509 4.451
48 C -7.602 4.293 4.939
49 C 7.251 3.362 1.195
50 C 4.448 -6.739 7.045
51 C 4.087 -7.270 9.518
52 C 3.786 -7.774 -1.354
53 C -7.492 1.833 4.672
54 C -9.412 0.544 3.464
55 C 6.566 0.567 -7.415
56 C -0.535 -2.825 0.794
57 C -0.180 3.112 5.827
58 C 2.425 -6.812 5.607
59 C 3.044 8.657 -3.302
60 C 3.811 -7.753 8.075
61 C -7.267 1.449 -3.051
62 C 0.054 0.099 -1.706
63 C 2.226 10.710 -5.437
64 C 4.392 -9.218 7.830
65 C -11.109 1.931 2.304
66 C 6.365 -5.351 -9.786
67 C 2.252 12.265 -5.467
68 C 10.360 -2.573 0.896
69 C 3.374 -9.707 -0.143
70 C -11.535 1.391 4.775
71 C -0.638 1.411 -1.339
72 C 0.304 -7.415 6.639
73 C -0.461 -0.582 -2.934
74 C -9.027 2.792 6.412
75 C -7.345 3.586 -4.297
76 C 4.555 -4.869 -8.415
77 C 5.397 8.794 -4.293
78 C -9.046 -2.443 -1.833
79 C 1.558 8.969 -3.539
80 C 1.724 -9.312 5.885
81 C 9.830 -3.887 1.412
82 C 6.967 2.653 2.488
83 C 1.521 10.451 -3.982
84 C -2.162 -0.984 0.505
85 C -0.843 4.341 4.152
86 C 1.247 10.094 -6.443
87 C 6.782 4.868 2.774
88 C 7.412 1.777 -7.041
89 C 0.869 4.297 5.679
90 H -10.368 2.105 1.524
91 H -11.336 0.606 5.505
92 H -9.796 0.458 -3.463
93 H 5.359 -9.296 8.326
94 H 6.617 -0.299 -6.755
95 H -11.625 1.044 1.937
96 H 2.922 12.678 -6.220
97 H -11.820 2.747 2.424
98 H 2.559 12.625 -4.485
99 H 8.307 3.455 0.942
100 H 1.437 -10.115 6.564
101 H 3.836 -8.030 10.258
102 H -0.225 1.873 -0.442
103 H 10.439 -4.611 0.870
104 H -6.279 3.539 -4.516
105 H -0.445 2.924 6.867
106 H -9.845 4.859 4.315
107 H 6.040 2.083 2.527
108 H 5.048 -4.698 -11.321
109 H 6.875 -6.314 -9.773
110 H -2.908 -1.694 0.862
111 H 6.943 -4.601 -10.324
112 H 3.873 -6.771 -0.935
113 H -1.710 1.279 -1.189
114 H 5.013 10.917 -5.633
115 H 4.672 -6.425 -10.810
116 H 1.280 12.719 -5.661
117 H 1.922 1.077 -1.240
118 H 1.584 -0.936 0.584
119 H 1.002 8.819 -2.614
120 H 5.527 -6.772 7.196
121 H -7.361 4.314 3.877
122 H 4.205 -7.678 -2.356
123 H 1.888 3.930 5.552
124 H -2.394 -2.958 -1.296
125 H 0.938 4.997 6.511
126 H -1.040 -3.756 0.539
127 H 10.983 -2.015 1.595
128 H 1.625 10.008 -7.462
129 H 7.859 2.133 2.838
130 H -7.589 -0.269 4.062
131 H 1.056 -8.331 9.208
132 H 2.126 10.924 -3.208
133 H 4.549 -9.482 6.784
134 H -9.479 1.814 6.571
135 H -1.892 -0.264 1.278
136 H 7.475 1.835 -5.955
137 H -8.006 -2.317 -1.533
138 H 0.574 10.984 -4.063
139 H 3.548 -6.382 9.848
140 H -10.770 -1.365 -2.738
141 H 7.041 2.737 -7.401
142 H -6.684 4.251 5.525
143 H 2.342 -8.926 -2.435
144 H 0.275 -1.307 -3.283
145 H -9.673 -1.991 -3.864
146 H 3.789 -9.897 8.433
147 H -0.765 0.161 -3.672
148 H -7.131 -0.671 -2.759
149 H -9.582 -2.582 -0.894
150 H -1.952 -1.892 -3.589
151 H -7.752 3.974 -5.231
152 H 5.539 0.860 -7.635
153 H 0.927 8.238 -4.044
154 H -7.539 4.351 -3.545
155 H 4.369 -7.650 5.105
156 H 2.113 -6.942 4.570
157 H -8.153 2.946 7.046
158 H 9.867 -3.934 2.500
159 H -0.868 -3.202 -1.819
160 H 2.697 -9.569 5.468
161 H 1.356 -7.692 -1.758
162 H -8.558 0.079 5.403
163 H -12.437 1.020 4.289
164 H 1.386 1.499 -2.813
165 H -8.286 -5.810 -1.792
166 H 0.152 -6.415 7.044
167 H -7.385 1.692 -1.995
168 H -0.321 -8.197 7.070
169 H 5.161 -7.083 9.542
170 H -6.185 1.539 -3.139
171 H 10.897 -2.717 -0.041
172 H 6.716 2.775 0.448
173 H -0.077 -7.148 5.654
174 H 6.038 8.885 -5.170
175 H -11.860 2.186 5.446
176 H 3.158 7.697 -2.798
177 H -7.153 -4.490 -1.550
178 H -10.080 -0.316 3.517
179 H 2.084 -0.029 -2.696
180 H -6.839 1.731 5.539
181 H 0.296 2.239 5.381
182 H 2.151 -5.783 5.839
183 H -0.645 -2.579 1.850
184 H -2.722 -0.462 -0.271
185 H 4.314 7.749 -6.276
186 H 3.399 9.337 -2.527
187 H -7.801 -0.043 -4.361
188 H 3.662 6.713 -4.900
189 H 4.293 -5.763 7.505
190 H -8.583 -4.499 -0.598
191 H -8.079 5.269 5.032
192 H 5.499 7.765 -3.948
193 H 4.227 -5.846 5.074
194 H 1.077 9.027 -6.299
195 H 5.737 9.333 -3.409
196 H 2.548 7.630 -5.883
197 H -9.792 3.510 6.708
198 H -8.937 0.596 2.484
199 H 0.264 10.556 -6.353
200 H -0.596 2.195 -2.095
201 H 1.087 -9.237 5.004
202 H -6.812 2.164 3.887
203 H -2.732 -0.896 -2.518
204 H 0.469 -3.151 0.524

These are the Löwdin partial charges, in e, on atoms 1 to 99: O -0.023; O -0.019; O 0.144; O 0.132; O 0.145; O 0.134; O 0.107; O 0.068; O 0.042; O 0.054; O -0.191; O 0.048; O 0.087; O 0.006; O 0.078; O 0.106; O 0.120; O -0.037; O 0.039; O -0.241; O 0.070; O 0.043; O 0.016; O 0.069; N -0.188; N -0.069; N -0.124; N -0.084; N -0.103; C -0.459; C -0.170; C -0.530; C -0.144; C -0.165; C -0.470; C -0.422; C -0.114; C -0.167; C -0.536; C -0.220; C -0.471; C -0.031; C -0.482; C -0.050; C -0.161; C -0.109; C -0.188; C -0.039; C -0.112; C -0.133; C -0.042; C -0.058; C -0.128; C -0.126; C -0.149; C -0.037; C -0.077; C -0.157; C -0.137; C -0.473; C -0.225; C -0.504; C -0.427; C -0.016; C -0.066; C -0.102; C -0.038; C -0.167; C -0.532; C -0.027; C -0.038; C -0.070; C -0.151; C -0.037; C -0.101; C -0.515; C -0.023; C -0.135; C -0.191; C -0.008; C -0.144; C -0.150; C -0.118; C -0.034; C -0.604; C -0.036; C -0.480; C -0.110; C -0.114; H 0.082; H 0.060; H 0.101; H 0.071; H 0.140; H 0.083; H 0.074; H 0.081; H 0.077; H 0.139



DFT (ωB97M-V/def2-TZVPD) results for a molecular structure, C6H15NO2.

Values from the calculation:
HOMO (spin up / spin down)	-6.05 / -6.43	eV
DFT total energy	-12043.948	eV
frontier orbital gap (spin up / spin down)	7.08 / 7.44	eV
strongest force on any atom	2.9	eV/A
ΔE to the lowest compared entry with this formula, charge and spin	720.1	kJ/mol
E_LUMO (spin up / spin down)	1.03 / 1.01	eV

Atoms and positions in Å:
1 O -1.034 0.614 1.987
2 O -0.454 -1.489 -0.169
3 N 1.073 -2.136 1.452
4 C 1.595 1.589 -0.832
5 C -2.341 -0.786 -1.443
6 C 1.226 1.097 0.547
7 C -0.891 -0.691 -1.140
8 C 0.797 -1.565 0.216
9 C -0.760 1.203 0.756
10 H -2.911 -0.861 -0.514
11 H -2.606 -1.649 -2.069
12 H -0.281 0.773 2.564
13 H -0.637 2.288 0.791
14 H 1.916 0.349 0.927
15 H 1.532 -3.041 1.439
16 H -2.668 0.111 -1.974
17 H 2.298 2.427 -0.805
18 H 0.730 1.938 -1.402
19 H 1.301 1.895 1.289
20 H 0.272 -2.132 2.067
21 H -0.173 -0.381 -1.888
22 H 2.064 0.814 -1.450
23 H -1.642 1.056 0.146
24 H 1.596 -1.425 -0.496

Charges in e, computed with Löwdin, in the same order as the atoms: O -0.077; O -0.030; N 0.069; C -0.164; C -0.092; C -0.154; C -0.263; C -0.309; C -0.153; H 0.081; H 0.072; H 0.082; H 0.080; H 0.057; H 0.077; H 0.076; H 0.066; H 0.066; H 0.068; H 0.085; H 0.107; H 0.061; H 0.071; H 0.124